(P)
Below is 2 unconnected molecules or ions with the total composition C5H14, with properties calculated with ωB97M-V/def2-TZVPD.

Summary:
Kohn-Sham gap ... 12.34 eV
Total charge ... 0
SMILES ... CCC.CC
Multiplicity ... 1
E_HOMO ... -0.414 Eh

Positions of all 19 atoms, in Å:
C 1.64 -2.80 0.49
C 1.88 -1.38 1.20
H 1.45 -3.61 1.26
H 0.85 -2.89 -0.21
H 2.49 -3.11 -0.16
H 1.72 -0.45 0.58
H 2.92 -1.18 1.53
H 1.20 -1.36 1.97
C -0.68 1.25 -0.24
C -2.23 1.21 0.22
C -0.67 1.87 -1.65
H -0.02 1.82 0.36
H -0.34 0.23 -0.11
H -2.74 0.56 -0.49
H -1.24 2.77 -1.61
H 0.29 2.11 -2.11
H -1.20 1.27 -2.46
H -2.33 0.84 1.25
H -2.70 2.19 0.12

Computed natural (NBO) charges, given in elementary charges: -0.616, -0.613, 0.204, 0.207, 0.204, 0.204, 0.210, 0.201, -0.396, -0.604, -0.614, 0.197, 0.199, 0.203, 0.201, 0.209, 0.200, 0.207, 0.198

***

(Q)
Below is 2 unconnected molecules or ions with the total composition C5H14, with properties calculated with ωB97M-V/def2-TZVPD.

Summary:
Kohn-Sham gap ... 11.85 eV
Total charge ... 0
SMILES ... CCC.CC
Multiplicity ... 1
E_HOMO ... -0.398 Eh

Positions of all 19 atoms, in Å:
C 1.92 -2.56 1.33
C 1.18 -1.29 1.08
H 2.92 -2.62 0.94
H 1.74 -2.62 2.46
H 1.26 -3.38 0.76
H 1.60 -0.54 1.93
H 1.30 -0.69 0.33
H 0.14 -1.66 1.09
C -0.70 1.63 -1.28
C -0.55 1.78 0.21
C -1.88 0.56 -1.54
H -0.88 2.62 -1.83
H 0.27 1.20 -1.60
H 0.10 0.93 0.70
H -2.61 1.17 -2.10
H -1.72 -0.32 -2.07
H -2.33 0.36 -0.62
H -0.10 2.77 0.50
H -1.49 2.05 0.79

Computed natural (NBO) charges, given in elementary charges: -0.604, -0.596, 0.209, 0.217, 0.189, 0.182, 0.191, 0.212, -0.408, -0.631, -0.611, 0.205, 0.200, 0.218, 0.203, 0.206, 0.202, 0.209, 0.205

***

(R)
Below is 2 unconnected molecules or ions with the total composition C5H14, with properties calculated with ωB97M-V/def2-TZVPD.

Summary:
Kohn-Sham gap ... 12.19 eV
Total charge ... 0
SMILES ... CCC.CC
Multiplicity ... 1
E_HOMO ... -0.408 Eh

Positions of all 19 atoms, in Å:
C -0.43 2.05 0.24
C -0.61 2.03 -1.36
C 0.97 1.42 0.73
H -1.27 1.51 0.75
H -0.39 3.05 0.56
H 0.12 2.77 -1.78
H -0.28 1.13 -1.76
H 1.10 0.50 1.19
H -1.63 2.20 -1.68
H 1.45 2.03 1.50
H 1.70 1.46 -0.04
C 0.28 -3.23 0.02
C -0.43 -1.83 0.23
H -0.54 -3.82 0.37
H 0.87 -3.52 -0.95
H 1.18 -3.14 0.70
H 0.19 -0.97 0.24
H -1.47 -1.65 -0.28
H -0.80 -2.00 1.31

Computed natural (NBO) charges, given in elementary charges: -0.389, -0.604, -0.629, 0.201, 0.199, 0.199, 0.201, 0.208, 0.210, 0.205, 0.201, -0.624, -0.607, 0.214, 0.209, 0.204, 0.206, 0.203, 0.194

***

(S)
Below is 2 unconnected molecules or ions with the total composition C5H14, with properties calculated with ωB97M-V/def2-TZVPD.

Summary:
Kohn-Sham gap ... 12.58 eV
Total charge ... 0
SMILES ... CCC.CC
Multiplicity ... 1
E_HOMO ... -0.419 Eh

Positions of all 19 atoms, in Å:
C 0.16 0.99 2.27
C 1.38 0.90 1.34
H 0.39 0.66 3.28
H -0.21 2.00 2.37
H -0.61 0.34 1.86
H 1.15 1.21 0.32
H 1.74 -0.13 1.37
H 2.18 1.56 1.67
C -0.44 -0.71 -1.91
C 0.05 -1.74 -0.89
C -1.32 0.38 -1.34
H 0.45 -0.24 -2.33
H -0.94 -1.26 -2.71
H -0.77 -2.31 -0.47
H -0.87 0.90 -0.49
H -1.55 1.19 -2.03
H -2.23 -0.05 -0.90
H 0.81 -2.38 -1.35
H 0.63 -1.31 -0.07

Computed natural (NBO) charges, given in elementary charges: -0.608, -0.605, 0.204, 0.202, 0.203, 0.202, 0.201, 0.202, -0.397, -0.606, -0.610, 0.192, 0.198, 0.200, 0.201, 0.211, 0.200, 0.208, 0.202

***

Top of the stability list: (S), leading by 0.706 eV.

***

(P)
Below is 2 unconnected molecules or ions with the total composition C5H14, with properties calculated with ωB97M-V/def2-TZVPD.

Summary:
Kohn-Sham gap ... 11.97 eV
Total charge ... 0
SMILES ... CCC.CC
Multiplicity ... 1
E_HOMO ... -0.400 Eh

Positions of all 19 atoms, in Å:
C 0.62 -0.89 2.86
C 1.44 0.38 2.48
H 0.03 -0.84 3.80
H -0.21 -1.11 2.21
H 1.30 -1.74 2.89
H 0.90 1.30 2.49
H 2.37 0.24 3.08
H 1.83 0.20 1.49
C -1.15 0.71 -1.99
C 0.22 0.84 -1.40
C -1.45 -0.79 -2.49
H -1.92 0.91 -1.21
H -1.41 1.53 -2.66
H 0.99 0.85 -2.17
H -2.41 -1.26 -2.23
H -1.39 -0.66 -3.55
H 0.47 0.06 -0.68
H 0.44 1.72 -0.77
H -0.67 -1.44 -2.16

Computed natural (NBO) charges, given in elementary charges: -0.611, -0.615, 0.203, 0.199, 0.203, 0.212, 0.209, 0.201, -0.406, -0.616, -0.611, 0.192, 0.204, 0.201, 0.210, 0.206, 0.203, 0.211, 0.204

***

(Q)
Below is 2 unconnected molecules or ions with the total composition C5H14, with properties calculated with ωB97M-V/def2-TZVPD.

Summary:
Kohn-Sham gap ... 11.73 eV
Total charge ... 0
SMILES ... CCC.CC
Multiplicity ... 1
E_HOMO ... -0.389 Eh

Positions of all 19 atoms, in Å:
C 1.27 -1.33 -0.45
C 1.96 0.10 -0.03
C 1.21 -2.09 0.78
H 1.87 -1.59 -1.29
H 0.29 -1.15 -0.85
H 2.17 0.19 1.09
H 2.93 0.16 -0.53
H 1.87 -1.68 1.54
H 1.29 -3.16 0.75
H 1.17 0.83 -0.12
H 0.28 -1.94 1.38
C -2.61 1.99 -0.35
C -1.48 0.97 -0.21
H -2.75 2.55 0.59
H -2.24 2.73 -1.11
H -3.56 1.56 -0.56
H -0.71 1.05 -0.96
H -1.94 -0.05 -0.43
H -1.00 0.88 0.75

Computed natural (NBO) charges, given in elementary charges: -0.410, -0.617, -0.621, 0.204, 0.200, 0.193, 0.213, 0.206, 0.210, 0.214, 0.206, -0.616, -0.617, 0.205, 0.208, 0.209, 0.204, 0.200, 0.207

***

(R)
Below is 2 unconnected molecules or ions with the total composition C5H14, with properties calculated with ωB97M-V/def2-TZVPD.

Summary:
Kohn-Sham gap ... 12.35 eV
Total charge ... 0
SMILES ... CCC.CC
Multiplicity ... 1
E_HOMO ... -0.412 Eh

Positions of all 19 atoms, in Å:
C 0.80 1.23 -2.75
C 0.35 1.76 -1.37
H 1.13 2.11 -3.28
H 1.49 0.39 -2.70
H -0.15 0.98 -3.23
H -0.29 2.62 -1.54
H 1.13 2.10 -0.69
H -0.19 1.05 -0.77
C -0.70 -0.68 1.28
C -1.36 -1.85 2.01
C 0.84 -0.73 1.07
H -1.20 -0.42 0.36
H -0.88 0.21 1.89
H -0.77 -2.78 1.95
H 1.26 -0.06 1.79
H 1.19 -1.75 1.19
H -2.36 -2.06 1.66
H -1.40 -1.64 3.08
H 1.10 -0.48 0.05

Computed natural (NBO) charges, given in elementary charges: -0.611, -0.604, 0.206, 0.208, 0.203, 0.200, 0.199, 0.198, -0.405, -0.610, -0.611, 0.196, 0.194, 0.201, 0.209, 0.202, 0.212, 0.204, 0.210

***

Top of the stability list: (R), leading by 0.305 eV.

***

(P)
Below is a molecular structure, C3H6N4O, with properties calculated with ωB97M-V/def2-TZVPD.

Summary:
Kohn-Sham gap ... 9.74 eV
Total charge ... 0
Multiplicity ... 1
E_HOMO ... -0.322 Eh

Positions of all 14 atoms, in Å:
C -3.20 -0.26 -0.75
C -1.37 -0.36 0.11
C 1.17 -0.11 -0.61
N -1.98 -0.38 -1.07
N -2.13 -0.14 1.15
N 0.65 -0.17 1.65
N 0.27 -0.68 0.37
O -3.37 -0.10 0.56
H -3.89 -0.29 -1.54
H 0.93 0.82 -1.24
H 2.10 -0.08 -0.09
H 1.25 -0.90 -1.32
H 0.35 -0.65 2.47
H 0.72 0.77 1.67

Computed natural (NBO) charges, given in elementary charges: 0.354, 0.433, -0.448, -0.514, -0.180, -0.682, -0.244, -0.270, 0.211, 0.189, 0.225, 0.208, 0.380, 0.339

***

(Q)
Below is a single C3H6N4O molecule, with properties calculated with ωB97M-V/def2-TZVPD.

Summary:
Kohn-Sham gap ... 9.41 eV
Total charge ... 0
SMILES ... [H]/N=c1/c(=O)[nH][nH]n1C
Multiplicity ... 1
E_HOMO ... -0.323 Eh

Positions of all 14 atoms, in Å:
C -0.90 -0.47 0.31
C -0.14 -1.59 1.06
C 0.01 1.43 -1.24
N -2.15 -0.42 0.06
N 1.14 -1.26 0.97
N 1.40 0.10 0.19
N 0.10 0.44 -0.13
O -0.71 -2.57 1.54
H 0.68 2.27 -0.77
H 0.44 1.16 -2.13
H -1.01 1.61 -1.51
H -2.52 0.41 -0.34
H 2.00 -1.95 1.08
H 1.68 0.83 0.92

Computed natural (NBO) charges, given in elementary charges: 0.347, 0.572, -0.394, -0.668, -0.480, -0.241, -0.315, -0.563, 0.196, 0.200, 0.220, 0.346, 0.439, 0.342

***

Top of the stability list: (Q), leading by 0.768 eV.